(A)
20
Properties=species:S:1:pos:R:3 method="wB97M-V/def2-TZVPD" e_homo_ev=-14.28 spin_multiplicity=1 total_charge=+1 e_lumo_ev=-3.114 orbital_gap_ev=11.2
O 3.3876 0.1468 0.4534
C 2.2625 0.6266 -0.0467
N 1.2972 -0.1918 -0.2065
O 1.4515 -1.4851 0.2408
C -0.2777 0.1195 -1.0556
C -0.7549 1.2299 -0.1462
C -1.5319 0.4576 0.9762
C -1.9095 -0.9103 0.3069
N -0.9914 -0.9559 -0.8318
H 4.0529 0.8498 0.4053
H 2.3369 1.7087 -0.4039
H 0.6233 -2.1145 0.0336
H 0.1915 0.2520 -2.0637
H -1.4276 1.8728 -0.6242
H 0.1541 1.8502 0.2006
H -0.8917 0.1598 1.8004
H -2.3054 0.9530 1.3496
H -1.9068 -1.7807 1.0281
H -2.8717 -0.9115 -0.2189
H -0.8889 -1.8767 -1.1976

---

(B)
20
Properties=species:S:1:pos:R:3 method="wB97M-V/def2-TZVPD" e_homo_ev=-12.65 smiles="C/C(C/[NH+]=C/O)=C(/N)O" spin_multiplicity=1 total_charge=+1 e_lumo_ev=-3.191 orbital_gap_ev=9.5
C 1.1149 2.1826 0.2230
C 0.4874 0.8374 0.0798
C 0.0867 0.1465 1.4267
N -0.9140 -0.8854 1.2639
C -0.5761 -1.9175 0.4908
O -1.5358 -2.8369 0.2454
C 0.3106 0.2673 -1.1434
N -0.2937 -0.9929 -1.3295
O 0.5977 1.0047 -2.2328
H 0.6770 2.8444 -0.6144
H 2.2697 2.2888 0.0485
H 0.8293 2.5572 1.1658
H 0.9425 -0.1450 1.8159
H -0.2311 0.8796 2.1491
H -1.9410 -0.6373 1.1796
H 0.4397 -2.2185 0.4828
H -2.4775 -2.5870 0.5457
H -1.0846 -1.0744 -2.0068
H 0.4224 -1.5838 -1.8499
H 0.8760 1.8702 -1.9403

---

Relative energy of each structure, in kcal/mol: (A) 31.8; (B) 0.0.

---

(A)
8
Properties=species:S:1:pos:R:3 method="wB97M-V/def2-TZVPD" e_homo_ev=-11.23 smiles="N#CC(F)(F)C=O" spin_multiplicity=1 e_lumo_ev=-0.497 orbital_gap_ev=10.7
N -1.5346 1.3354 1.6047
C -0.7257 0.9311 0.9245
C 0.3022 0.2753 0.2107
F 1.2642 -0.2588 1.0243
F 0.8844 1.1789 -0.6285
C -0.0591 -0.9563 -0.8583
O 0.4364 -2.0419 -0.5699
H -0.5679 -0.4637 -1.7074

---

(B)
8
Properties=species:S:1:pos:R:3 method="wB97M-V/def2-TZVPD" e_homo_ev=-10.16 smiles=Fc1cnoc1F spin_multiplicity=1 e_lumo_ev=0.733 orbital_gap_ev=10.9
F -0.7435 0.2293 1.9309
C -0.2426 0.3933 0.6872
C 0.2422 1.5004 -0.0769
N 0.7141 1.0829 -1.2315
O 0.4796 -0.2448 -1.3334
C -0.0095 -0.6585 -0.1494
F -0.2691 -1.9592 -0.1180
H 0.3369 2.5364 0.2069

---

Relative energy of each structure, in kcal/mol: (A) 0.0; (B) 11.2.

---

(A)
14
Properties=species:S:1:pos:R:3 method="wB97M-V/def2-TZVPD" e_homo_ev=-16.02 spin_multiplicity=1 total_charge=+1 e_lumo_ev=-4.923 orbital_gap_ev=11.1
C -0.2591 -1.0040 0.3294
C 0.7521 2.6067 -1.3244
C 1.9054 -0.2304 0.7269
C -1.3432 -1.3692 -0.4933
C -1.5909 -0.5241 0.7641
N 0.8147 -0.4878 0.3048
O 1.3051 3.5645 -1.1669
O 0.2065 1.6057 -1.3872
H 2.4095 -0.9384 1.3509
H 2.4963 0.5992 0.4626
H -1.4027 -1.0203 -1.5603
H -1.6047 -2.4134 -0.3325
H -2.0342 -0.9831 1.6305
H -1.6547 0.5947 0.6954

---

(B)
14
Properties=species:S:1:pos:R:3 method="wB97M-V/def2-TZVPD" e_homo_ev="-12.15 / -12.15" spin_multiplicity=1 total_charge=+1 e_lumo_ev="-4.616 / -4.616" orbital_gap_ev="7.5 / 7.5"
C 0.1014 -2.2452 -1.1301
C -0.5008 -2.8083 -0.0692
C 1.4739 0.5868 0.7573
C -1.5638 -1.8210 0.0406
C 0.4125 2.7526 0.2469
N -0.4305 -1.1576 -0.4417
O 2.2614 -0.2428 0.6947
O 0.7360 1.5033 1.0058
H 1.0723 -2.3845 -1.6389
H -2.2862 -1.9343 -0.7445
H -1.9983 -1.6080 1.0026
H 1.0812 3.6541 0.5622
H -0.7111 3.0934 0.5428
H 0.3519 2.6115 -0.8285

---

Relative energy of each structure, in kcal/mol: (A) 0.0; (B) 118.0.

---

(A)
12
Properties=species:S:1:pos:R:3 method="wB97M-V/def2-TZVPD" e_homo_ev=-9.94 spin_multiplicity=1 e_lumo_ev=0.169 orbital_gap_ev=10.1
C 1.0513 -0.7012 -0.7023
C -0.1201 0.2397 -0.6720
C -1.1005 0.2239 0.6266
H 0.5963 -1.2351 -2.0028
H 0.5594 -1.3951 0.7417
H 2.5340 -0.0517 -0.5357
H -1.5187 1.2611 0.6577
H -1.8227 -0.4547 0.2861
H 0.2459 0.4548 1.9290
O -0.3572 -0.1886 1.6999
F 0.7872 1.3724 -0.2342
F -0.8550 0.4744 -1.7937

---

(B)
12
Properties=species:S:1:pos:R:3 method="wB97M-V/def2-TZVPD" e_homo_ev=-10.03 smiles=COCC(F)F spin_multiplicity=1 e_lumo_ev=0.979 orbital_gap_ev=11.0
C 0.9398 -1.2385 -1.1063
O 0.4952 0.0201 -1.4470
C -0.6448 0.5228 -0.7563
C -0.6327 0.5538 0.7958
F 0.5278 1.0748 1.2720
F -0.6739 -0.7441 1.1821
H 1.8598 -1.4628 -1.5761
H 0.2897 -2.0275 -1.4469
H 1.0519 -1.2845 -0.0086
H -0.8028 1.5089 -1.1946
H -1.5593 -0.0593 -0.9989
H -1.4593 1.1589 1.1154

---

Relative energy of each structure, in kcal/mol: (A) 154.3; (B) 0.0.